No. 1
C14H32BrO5P | the ωB97M-V functional and the def2-TZVPD basis

Values from the calculation:
frontier orbital gap = 9.11 eV
SMILES = CCOCCOP(COC)(COC)(C[C@@H](C)O)[C@@H](Br)CC
LUMO energy = 0.62 eV

Geometry as ORCA input:
```
! RIJCOSX wB97M-V def2-TZVPD def2/J DEFGRID3
* xyz 0 1
C -1.6366 -4.9340 0.1088
C -2.5157 -3.7283 -0.1228
O -1.7661 -2.5707 0.1850
C -2.4814 -1.3557 0.0292
C -2.0444 -0.5687 -1.2169
O -1.4445 0.6826 -0.9942
P 0.0971 1.2565 -0.4879
C -0.0512 2.6150 -1.7338
O -0.8013 2.2909 -2.8737
C -0.2288 2.7861 -4.0637
C 0.9266 -0.2455 -1.2386
O 0.8435 -1.3522 -0.3838
C 1.5043 -2.4845 -0.9024
C -0.5819 1.7094 1.1732
C -0.1913 0.9207 2.4166
C -1.0219 1.3771 3.6252
O -0.4202 -0.4650 2.1576
C 1.9331 1.8948 -0.0217
Br 2.0181 3.7945 0.5384
C 2.7718 0.9614 0.8912
C 3.4784 1.5467 2.1100
H -1.3088 -4.9757 1.1482
H -0.7495 -4.8911 -0.5263
H -2.1790 -5.8541 -0.1187
H -3.4131 -3.7744 0.5111
H -2.8609 -3.7013 -1.1675
H -2.3278 -0.7523 0.9243
H -3.5542 -1.5697 -0.0531
H -1.3865 -1.2298 -1.7977
H -2.9198 -0.3512 -1.8358
H -0.4915 3.4647 -1.1934
H 0.9659 2.9040 -2.0123
H -0.8963 2.4964 -4.8747
H 0.7637 2.3523 -4.2479
H -0.1323 3.8792 -4.0602
H 0.3873 -0.4230 -2.1810
H 1.9701 -0.0105 -1.4890
H 1.1241 -2.7551 -1.8968
H 2.5861 -2.3098 -0.9828
H 1.3122 -3.3048 -0.2123
H -0.2734 2.7469 1.3240
H -1.6658 1.7006 1.0657
H 0.8635 1.0907 2.6316
H -0.3925 1.6823 4.4627
H -1.6443 0.5455 3.9543
H -1.6778 2.2151 3.3805
H 0.3833 -0.9859 2.3053
H 2.4422 1.9597 -0.9822
H 3.5463 0.5100 0.2636
H 2.1313 0.1289 1.1997
H 4.2703 2.2340 1.8087
H 2.8082 2.1059 2.7642
H 3.9311 0.7413 2.6917
*
```



No. 2
C14H32HgN6O6S | the ωB97M-V functional and the def2-TZVPD basis

Values from the calculation:
frontier orbital gap (spin up / spin down) = 4.46 / 4.23 eV
LUMO energy (spin up / spin down) = -2.60 / -2.77 eV

Geometry as ORCA input:
```
! RIJCOSX wB97M-V def2-TZVPD def2/J DEFGRID3
* xyz 0 1
O 0.6588 -1.0742 -3.7873
H 0.8377 -1.0638 -4.7428
Hg -0.0248 0.3094 -0.8030
N 1.5595 -1.3853 -0.9806
N -0.7733 -1.7342 0.0903
N 0.8505 2.5021 -0.1647
N -1.1326 1.2531 0.9232
O 2.7621 -1.1723 -1.1901
O 1.9411 2.9778 -0.6573
O -1.9779 0.5314 1.6700
O -1.7775 -1.8835 0.8747
C -0.1732 -2.8553 -0.3658
C 1.0781 -2.6654 -0.9997
C 0.1618 3.2218 0.7159
C -0.9272 2.5063 1.3321
C 1.8921 -3.7109 -1.6488
H 1.9741 -3.5072 -2.7272
H 1.4498 -4.7006 -1.5178
H 2.9051 -3.7093 -1.2276
C -0.8073 -4.1675 -0.0893
H -1.8276 -4.1871 -0.4970
H -0.8747 -4.3436 0.9937
H -0.2373 -4.9844 -0.5427
C 0.4861 4.6318 1.0556
C -1.7159 3.0926 2.4423
H 1.1952 5.0510 0.3355
H 0.9257 4.7071 2.0594
H -0.4231 5.2447 1.0556
H -2.4698 2.3777 2.7749
H -2.2064 4.0166 2.1124
H -1.0608 3.3534 3.2853
H 1.8916 1.8473 -1.7089
H -1.9195 -0.4440 1.2966
C -1.3124 -0.3279 -2.7954
H -1.0465 -1.2304 -3.3400
H -1.3024 0.5859 -3.4108
H -2.2975 -0.4043 -2.2818
O 1.4022 1.1235 -2.2825
H 1.0905 -0.2722 -3.4077
H 0.7543 1.6059 -2.8420
C 3.1371 1.3249 3.2493
N 2.0103 0.9501 4.1017
C 2.2307 1.1148 5.5463
C 1.2139 -0.0774 3.6677
S 1.5265 -0.8999 2.2304
N 0.1670 -0.3917 4.5038
C -0.6698 0.6930 5.0170
C -0.5432 -1.6416 4.2760
H 3.6795 2.1397 3.7390
H 2.7619 1.6518 2.2716
H 3.8110 0.4682 3.0885
H 1.7002 2.0019 5.9142
H 1.8868 0.2317 6.0953
H 3.3013 1.2644 5.7235
H -1.5816 0.8044 4.4137
H -0.9604 0.4415 6.0446
H -0.1222 1.6366 5.0176
H -1.1726 -1.5946 3.3753
H 0.1896 -2.4435 4.1383
H -1.1680 -1.8452 5.1516
*
```



No. 3
C14H32IrN6O7 | the ωB97M-V functional and the def2-TZVPD basis

Values from the calculation:
energy above the lowest of the compared OMol25 structures with the same formula, charge and spin = 0.000 eV
frontier orbital gap (spin up / spin down) = 6.43 / 5.42 eV
LUMO energy (spin up / spin down) = -3.96 / -6.30 eV

Geometry as ORCA input:
```
! RIJCOSX wB97M-V def2-TZVPD def2/J DEFGRID3
* xyz 1 5
O 0.7494 2.6758 -3.8826
H 1.3543 3.3712 -4.1909
Ir 0.6219 0.4426 -1.0367
N -0.9787 1.1383 -1.9278
N 0.4240 2.1177 -0.0159
N 0.5164 -1.3686 -1.7925
N 1.6867 -0.5470 0.2749
O -1.7335 0.4777 -2.7041
O -0.2482 -1.7651 -2.8285
O 2.1441 -0.0380 1.4425
O 1.1017 2.4036 1.0340
C -0.4912 2.9909 -0.5463
C -1.2673 2.4451 -1.5960
C 1.2695 -2.3087 -1.1786
C 1.9131 -1.8477 0.0109
C -2.2772 3.1129 -2.4471
H -1.9522 3.0808 -3.4958
H -2.3976 4.1565 -2.1473
H -3.2530 2.6169 -2.3706
C -0.5016 4.3885 -0.0429
H 0.4958 4.8414 -0.1232
H -0.8149 4.4367 1.0076
H -1.1985 4.9918 -0.6309
C 1.2348 -3.7170 -1.6433
C 2.6881 -2.6941 0.9521
H 0.9434 -3.7766 -2.6975
H 0.5178 -4.3143 -1.0561
H 2.2270 -4.1656 -1.5081
H 2.8384 -2.1858 1.9123
H 3.6706 -2.9223 0.5137
H 2.1658 -3.6474 1.1184
H -0.8796 -0.9844 -2.9989
H 1.8707 0.9439 1.4135
C 1.9627 1.2287 -2.1780
H 1.3018 2.1556 -3.1692
H 2.4873 0.5391 -2.8541
H 2.6586 1.9224 -1.6846
O -0.2052 0.4470 -5.2008
H 0.1895 1.2890 -4.8534
H 0.5518 -0.1248 -5.4106
C -1.2202 -2.9786 1.1411
N -0.9611 -2.1407 2.3000
C -0.9390 -2.8560 3.5586
C -1.0881 -0.7813 2.1429
O -1.2266 -0.3162 0.9776
N -1.0369 0.0895 3.1981
C -0.6948 -0.2178 4.5692
C -1.3723 1.4820 2.9621
H -2.1656 -3.5314 1.2604
H -0.4090 -3.7111 1.0080
H -1.2853 -2.3453 0.2562
H -0.0104 -2.6769 4.1145
H -1.8029 -2.6167 4.1945
H -0.9808 -3.9234 3.3199
H -0.6049 0.7366 5.0999
H -1.4756 -0.8055 5.0737
H 0.2689 -0.7375 4.6423
H -0.5160 2.1348 3.1818
H -1.6609 1.6023 1.9193
H -2.2050 1.7865 3.6122
*
```



No. 4
C14H32LiNO14P | the ωB97M-V functional and the def2-TZVPD basis

Values from the calculation:
energy above the lowest of the compared OMol25 structures with the same formula, charge and spin = 5.805 eV
frontier orbital gap = 4.01 eV
LUMO energy = 1.86 eV

Geometry as ORCA input:
```
! RIJCOSX wB97M-V def2-TZVPD def2/J DEFGRID3
* xyz -1 1
C 5.3741 -1.4741 -3.8670
N 4.0655 -0.6538 -3.6331
C 4.1985 0.2444 -2.4948
C 3.6357 0.1735 -4.8109
C 2.8781 -1.6413 -3.4278
C 1.5613 -0.8711 -3.0830
O 0.6273 -1.8467 -2.4903
H 5.7431 -2.1938 -3.3919
H 6.0105 -0.9428 -3.8464
H 5.3160 -2.0927 -4.7768
H 4.4709 -0.1517 -1.6294
H 3.6877 1.0971 -2.1404
H 5.1083 0.7039 -2.7198
H 3.0162 0.9568 -4.4889
H 3.4229 -0.4465 -5.5992
H 4.5548 0.8339 -5.2814
H 3.2334 -2.1033 -2.5076
H 2.6825 -2.5000 -4.0289
H 1.0078 -0.5125 -3.9979
H 1.6384 -0.1266 -2.2167
H 0.7603 -1.7179 -1.5580
Li -0.3377 -0.4934 0.8303
P 2.1454 -0.7772 0.8585
O 1.1445 -0.1202 1.7101
O 0.9635 -1.1706 -0.1627
O 2.7936 -1.9673 1.3436
O 3.0146 0.1836 0.3019
C -3.5110 5.8259 3.2144
O -3.2208 4.3923 3.2556
C -2.1539 3.8072 2.9312
O -1.3330 4.4378 2.3228
O -2.0122 2.5271 3.2931
C -0.6621 1.8434 3.1057
H -2.7355 6.4976 3.7600
H -4.2902 5.8496 3.9280
H -3.7174 6.3214 2.4228
H -0.8409 0.6936 3.0615
H 0.1372 2.1554 3.8315
H -0.1336 1.9415 2.1289
C -4.2615 0.6294 1.4649
O -3.9458 1.4015 0.3281
C -2.6808 1.3223 -0.1601
O -1.8926 0.7215 0.4715
O -2.4457 1.9231 -1.3237
C -1.2613 1.6957 -2.0095
H -4.0833 -0.4154 1.4700
H -5.2350 0.8959 1.7621
H -3.8060 0.7231 2.5483
H -1.1065 0.7573 -1.9643
H -0.4269 2.3026 -1.7382
H -1.2443 2.2267 -3.0204
C -3.2530 -3.6673 4.7574
O -3.0804 -4.0924 3.4242
C -2.4591 -3.3822 2.4369
O -2.1283 -2.1110 2.6557
O -1.9799 -3.9884 1.3449
C -0.9591 -3.3657 0.6496
H -3.9356 -2.8219 4.7588
H -2.4304 -3.2034 5.3882
H -3.5574 -4.4671 5.4773
H -0.7924 -3.9978 -0.0930
H 0.0842 -3.2189 1.1543
H -1.3628 -2.5502 0.0700
*
```



No. 5
C14H32NO2P2SiZn | the ωB97M-V functional and the def2-TZVPD basis

Values from the calculation:
energy above the lowest of the compared OMol25 structures with the same formula, charge and spin = 0.000 eV
frontier orbital gap = 5.99 eV
LUMO energy = -2.86 eV

Geometry as ORCA input:
```
! RIJCOSX wB97M-V def2-TZVPD def2/J DEFGRID3
* xyz 1 1
Zn -0.0240 0.1395 0.3154
P 2.1290 -0.8290 0.4663
C 2.4323 -1.1496 -1.3158
C 1.1489 -1.5487 -2.0500
N -0.0051 -1.0360 -1.5767
C -1.1663 -1.3122 -2.2043
C -1.2025 -2.1757 -3.2942
C -0.0171 -2.6628 -3.8344
C 1.1876 -2.3208 -3.2175
C -2.4381 -0.7027 -1.6454
P -2.0970 0.7204 -0.4863
H 2.1830 -2.6505 -3.5386
H -2.1845 -2.3368 -3.7320
H -0.0121 -3.2885 -4.7186
H -3.0435 -0.2829 -2.4610
H -3.0531 -1.4530 -1.1184
H 2.8741 -0.2395 -1.7788
H 3.1641 -1.9660 -1.4292
H 1.5078 4.1039 -1.9689
O 1.7618 3.2734 -2.4192
H 2.5235 3.4811 -2.9747
H -0.5220 4.7387 0.2974
O -0.6066 4.7781 -0.6707
H -1.0339 5.6390 -0.8452
C -1.9513 2.0451 -1.7130
H -2.8959 2.0642 -2.2734
H -1.7579 3.0214 -1.2389
H -1.1179 1.7994 -2.3929
C -3.6668 0.9113 0.4091
H -3.6151 1.8101 1.0424
H -4.4718 1.0286 -0.3279
H -3.8599 0.0214 1.0286
C 2.2970 -2.5607 1.0570
H 3.2628 -2.9578 0.7141
H 2.2635 -2.6159 2.1544
H 1.4920 -3.1654 0.6118
C 3.7014 -0.0055 0.9275
H 3.6673 0.3271 1.9751
H 4.5391 -0.7092 0.8080
H 3.8541 0.8586 0.2615
C 1.3574 0.1151 3.6902
Si -0.2658 -0.0793 2.7314
C -0.9127 -1.8548 2.8928
C -1.6300 1.1083 3.2674
H 2.0278 -0.7350 3.5081
H 1.1798 0.1636 4.7774
H 1.8627 1.0400 3.3744
H -1.1686 -2.0656 3.9423
H -1.8143 -1.9553 2.2731
H -0.1557 -2.5748 2.5543
H -1.6619 1.2059 4.3653
H -1.4494 2.1034 2.8277
H -2.6160 0.7363 2.9531
*
```



No. 6
C14H32NO9P2S | the ωB97M-V functional and the def2-TZVPD basis

Values from the calculation:
frontier orbital gap = 2.96 eV
LUMO energy = 0.71 eV

Geometry as ORCA input:
```
! RIJCOSX wB97M-V def2-TZVPD def2/J DEFGRID3
* xyz -1 1
O -1.4708 4.1309 3.2376
C -2.1287 5.0255 3.6189
N -2.4689 6.0071 4.2430
C -3.1835 5.4160 5.5228
S -1.8462 4.6709 6.5773
H -3.8384 4.6006 5.1156
H -1.0813 5.7633 6.8853
O 0.0898 -2.0500 2.4175
P 0.9395 -0.9502 3.0105
O 2.4028 -1.5440 2.4851
C 2.6306 -1.7352 1.0977
C 3.0465 -0.4428 0.4190
O 0.9992 -1.5177 4.5526
C -0.0420 -2.3402 5.0676
C 0.3226 -3.8073 4.9417
O 1.7859 0.3843 3.5930
C 1.6854 1.6370 2.9116
C 0.3189 1.9007 2.3197
H 1.7485 -2.1598 0.6095
H 3.4376 -2.4661 1.0075
H 2.2080 0.2586 0.3786
H 3.3721 -0.6327 -0.6067
H 3.8603 0.0385 0.9634
H -0.9933 -2.1183 4.5823
H -0.1617 -2.0877 6.1242
H 0.6092 -4.0656 3.9220
H -0.5146 -4.4420 5.2422
H 1.1830 -4.0379 5.5742
H 2.4613 1.6924 2.1427
H 1.9144 2.4149 3.6430
H 0.0732 1.1623 1.5419
H 0.2831 2.8905 1.8663
H -0.4541 1.8416 3.0870
O 1.0318 -0.5943 -4.3965
P -0.4688 -0.4889 -4.4699
O -0.8925 -1.6641 -3.3928
C -0.4250 -1.5936 -2.0506
C -1.2921 -0.6741 -1.2129
O -0.7031 -1.3214 -5.8685
C 0.3455 -1.4532 -6.8223
C 1.0784 -2.7674 -6.6342
O -2.0825 -0.0270 -4.6151
C -2.5362 1.1815 -4.0033
C -1.5133 2.2980 -4.0187
H 0.6210 -1.2768 -2.0144
H -0.4735 -2.6057 -1.6442
H -1.1551 0.3681 -1.5191
H -1.0256 -0.7494 -0.1564
H -2.3486 -0.9210 -1.3272
H 1.0263 -0.6022 -6.7765
H -0.1146 -1.4356 -7.8140
H 1.4149 -2.8976 -5.6055
H 1.9452 -2.8263 -7.2968
H 0.4124 -3.6054 -6.8517
H -2.8644 0.9679 -2.9830
H -3.4225 1.5010 -4.5563
H -0.6254 2.0341 -3.4321
H -1.9366 3.2090 -3.5935
H -1.1841 2.5069 -5.0395
*
```



No. 7
C14H33BIO3P2Tb | the ωB97M-V functional and the def2-TZVPD basis

Values from the calculation:
energy above the lowest of the compared OMol25 structures with the same formula, charge and spin = 2.039 eV
frontier orbital gap (spin up / spin down) = 6.26 / 3.66 eV
LUMO energy (spin up / spin down) = -6.58 / -7.30 eV

Geometry as ORCA input:
```
! RIJCOSX wB97M-V def2-TZVPD def2/J DEFGRID3
* xyz 2 7
C 0.9585 2.1384 -2.5563
I 1.2837 1.1363 -0.1366
H 0.9649 2.2832 -3.6478
H 0.0828 1.5049 -2.3947
H 1.9431 1.6803 -2.3790
Tb 2.5502 -2.5509 -3.2737
P 0.8048 3.8395 -1.9144
C -0.6309 4.0159 -0.8695
C 2.3131 4.3208 -1.0790
H 2.3163 5.4119 -0.9551
H 0.8254 5.9511 -3.0495
H 3.1828 4.0295 -1.6820
H 1.2082 4.6007 -4.1624
H -0.7469 3.1613 -0.1942
H 2.3828 3.8405 -0.0965
C 0.5680 4.9220 -3.3310
H -0.5326 4.9341 -0.2750
H -0.4822 4.8851 -3.6469
H -1.5172 4.0962 -1.5109
P 0.3199 -2.8802 -2.1123
C -1.0387 -3.5347 -1.1397
C 0.9649 -4.3738 -3.1278
H 2.4726 -1.9253 -1.0460
H 2.4191 -3.7769 -0.9951
H 1.3475 -2.7269 0.0359
C 1.8177 -2.8483 -0.9419
H 2.0890 -4.6485 -3.0562
H 0.4441 -5.2027 -2.6330
H -0.9748 -4.6364 -1.1211
H -1.9928 -3.2446 -1.6082
H 0.6690 -4.2817 -4.1864
H -1.0050 -3.1513 -0.1090
C -1.1970 -0.4314 -0.9707
O -1.7459 -0.1136 -1.9351
C -2.5100 0.2425 3.5391
C -1.2533 0.0164 2.7253
C -0.1574 0.9066 3.3002
O -1.5390 0.4233 1.3650
B -0.7519 -0.4140 0.5878
O -0.1961 -1.5059 1.2286
C -0.7782 -1.4983 2.5623
C 0.2827 -1.9658 3.5284
C -1.9433 -2.4807 2.5736
H -3.3603 -0.3240 3.1467
H -2.7691 1.3084 3.5302
H -2.3374 -0.0523 4.5807
H -0.4722 1.9545 3.2270
H -0.0048 0.6722 4.3616
H 0.7918 0.8026 2.7594
H -0.1182 -1.9561 4.5504
H 0.5690 -2.9972 3.2927
H 1.1779 -1.3377 3.4869
H -2.7430 -2.1798 1.8850
H -1.5909 -3.4786 2.2849
H -2.3605 -2.5608 3.5852
*
```



No. 8
C14H33BrN2O6S | the ωB97M-V functional and the def2-TZVPD basis

Values from the calculation:
frontier orbital gap = 9.43 eV
LUMO energy = 0.57 eV

Geometry as ORCA input:
```
! RIJCOSX wB97M-V def2-TZVPD def2/J DEFGRID3
* xyz 0 1
O 4.2408 -1.1539 2.8119
S 4.0799 0.0464 3.5910
O 3.4872 1.1960 2.6148
C 2.2589 0.7841 1.9767
C 1.4439 2.0219 1.6635
C -0.0183 1.6696 1.5114
Br -0.9842 3.1667 0.7231
O 5.5534 0.7215 3.7250
C 6.0901 1.5704 2.7100
C 6.3940 0.7897 1.4334
C 6.8852 1.6752 0.2058
O 5.4969 0.9598 0.4625
H 1.7055 0.0939 2.6135
H 2.5355 0.2858 1.0535
H 1.7792 2.4362 0.7170
H 1.5611 2.8038 2.4072
H -0.5095 1.4697 2.4541
H -0.1736 0.8444 0.8294
H 5.4316 2.3868 2.4440
H 7.0481 1.9246 3.0786
H 6.9000 -0.1550 1.5664
H 6.9584 2.5547 0.9064
H 6.5209 2.3106 -0.5953
C -5.5045 0.5515 -2.1444
C -4.6402 1.7797 -1.8726
C -3.6245 2.0821 -2.9838
O -2.4923 1.2438 -2.9946
C -2.6686 -0.0416 -3.5546
N -4.0088 1.6135 -0.5623
H -4.9610 -0.3724 -1.9481
H -6.3770 0.5587 -1.4917
H -5.8559 0.5319 -3.1782
H -5.3076 2.6459 -1.8209
H -3.2265 3.0872 -2.8204
H -4.1164 2.0862 -3.9670
H -3.3603 -0.0394 -4.4045
H -3.0061 -0.7419 -2.7934
H -1.6936 -0.3785 -3.9088
H -3.5070 2.4546 -0.2940
H -3.2725 0.9197 -0.6743
C -1.6960 -3.5036 -1.3050
C -0.7685 -2.3437 -0.9548
C 0.1516 -2.6137 0.2425
O -0.4773 -2.5466 1.5054
C -1.1960 -3.7020 1.8931
N -1.5779 -1.1367 -0.7655
H -2.5449 -3.5630 -0.6242
H -2.0979 -3.3703 -2.3093
H -1.1665 -4.4575 -1.2784
H -0.1146 -2.1759 -1.8163
H 0.9149 -1.8305 0.2627
H 0.6783 -3.5704 0.1274
H -0.7093 -4.6137 1.5344
H -2.2284 -3.6756 1.5361
H -1.2171 -3.7226 2.9818
H -0.9640 -0.3347 -0.6528
H -2.0485 -1.2235 0.1329
*
```



Number 1: total energy -104602.4716 eV. Number 2: total energy -51260.6325 eV. Number 3: total energy -41134.5186 eV. Number 4: total energy -54677.2467 eV. Number 5: total energy -95490.9729 eV. Number 6: total energy -64365.5916 eV. Number 7: total energy -70967.9762 eV. Number 8: total energy -111189.5046 eV.